Entry 1:
{"formula": "C4H7NO2", "method": "ωB97M-V with the def2-TZVPD basis set", "spin_multiplicity": 1, "homo_energy_ev": -7.1, "lumo_energy_ev": 0.6159, "e_tot_ev": -9842.68578, "de_lowest_kj_mol": 443.24, "species": ["C", "C", "C", "C", "N", "O", "O", "H", "H", "H", "H", "H", "H", "H"], "coordinates": [[-0.16429, -0.24077, -2.07222], [-1.30813, -0.07869, 1.25139], [0.87514, 0.01234, -0.16348], [-0.56954, 0.04577, -0.04781], [1.81298, 0.54806, 0.66386], [1.14624, -0.18948, -1.42212], [-0.96451, -0.85664, -1.08231], [1.65991, 0.46044, 1.65505], [2.77125, 0.49912, 0.35473], [-0.06333, -0.86857, -2.95482], [-0.69790, 0.99986, -0.92532], [-2.36991, 0.10820, 1.09743], [-1.20059, -1.08254, 1.66956], [-0.92734, 0.64289, 1.97607]], "forces_ev_per_a": [[-0.39, -0.06, -0.34], [0.00, 0.07, -0.13], [0.08, 0.48, -0.78], [-0.16, 0.14, -1.01], [-0.18, -0.43, -0.19], [-0.17, 0.17, 1.06], [0.48, -0.18, 0.36], [0.03, -0.02, -0.06], [-0.04, 0.00, 0.04], [0.07, -0.11, 0.08], [0.25, -0.20, 1.03], [0.05, 0.06, 0.02], [0.03, 0.05, -0.07], [-0.06, 0.03, -0.01]]}

=====

Entry 2:
{"formula": "C4H7NO2", "method": "ωB97M-V with the def2-TZVPD basis set", "spin_multiplicity": 1, "homo_energy_ev": [-7.9, -7.9], "lumo_energy_ev": [0.0998, 0.0991], "e_tot_ev": -9843.68231, "de_lowest_kj_mol": 347.09, "species": ["O", "C", "C", "N", "C", "C", "O", "H", "H", "H", "H", "H", "H", "H"], "coordinates": [[-0.18521, 1.56065, 1.77919], [0.39268, 1.08440, 0.61815], [1.11715, -0.20499, 0.62530], [0.88287, -0.74442, -0.54224], [-0.07794, -0.13770, -1.34066], [-0.58114, 0.94686, -0.57959], [-1.52861, 1.72032, -0.69438], [-0.99162, 2.00795, 1.46454], [1.16189, 1.78675, 0.21196], [1.83144, -0.63024, 1.31368], [-1.53291, -2.75587, 0.46808], [1.52944, -1.44497, -0.86537], [-1.54112, -2.55160, -0.24698], [-0.47694, -0.63714, -2.21170]], "forces_ev_per_a": [[-0.21, 0.12, -0.02], [-0.03, -0.13, -0.01], [0.02, 0.02, -0.10], [0.30, 0.25, 0.22], [-0.01, 0.15, 0.00], [-0.04, 0.17, -0.09], [0.19, -0.27, 0.02], [-0.01, 0.00, 0.13], [-0.10, -0.08, 0.05], [0.07, 0.20, -0.09], [0.01, 0.00, -0.05], [-0.36, -0.53, -0.26], [-0.01, 0.01, 0.06], [0.17, 0.09, 0.14]]}

=====

Entry 3:
{"formula": "C4H7NO2", "method": "ωB97M-V with the def2-TZVPD basis set", "spin_multiplicity": 1, "homo_energy_ev": -9.2, "lumo_energy_ev": -0.3549, "e_tot_ev": -9845.09698, "de_lowest_kj_mol": 210.60, "species": ["O", "C", "O", "H", "C", "C", "C", "N", "H", "H", "H", "H", "H", "H"], "coordinates": [[-1.45321, 0.50653, -1.16242], [-2.13662, -0.55270, -1.35076], [-1.92948, -1.65914, -0.88370], [-2.98767, -0.40632, -2.03483], [0.96769, -0.05364, 1.21370], [0.22494, -1.06395, 1.58890], [1.55584, 1.35968, -0.56203], [0.69203, 0.65239, 0.02108], [1.78423, 0.33359, 1.81078], [-0.54079, -1.48770, 0.94886], [0.42351, -1.53217, 2.53793], [1.26767, 1.90448, -1.45230], [2.56074, 1.47841, -0.16044], [-0.42887, 0.52053, -0.51475]], "forces_ev_per_a": [[0.74, 1.24, 0.26], [-0.31, -0.86, -0.18], [0.14, -0.14, 0.23], [-0.10, 0.10, -0.03], [0.38, 0.84, 0.01], [-0.37, -0.81, 0.10], [0.19, 0.44, 0.13], [0.50, -0.38, 0.16], [0.08, 0.04, 0.02], [-0.20, 0.17, 0.00], [0.08, -0.15, 0.09], [0.01, -0.08, -0.10], [0.00, -0.03, -0.03], [-1.13, -0.39, -0.65]]}

=====

Entry 4:
{"formula": "C4H7NO2", "method": "ωB97M-V with the def2-TZVPD basis set", "spin_multiplicity": 1, "homo_energy_ev": -10.8, "lumo_energy_ev": 0.6671, "e_tot_ev": -9844.95853, "de_lowest_kj_mol": 223.96, "smiles": "C[C@](O)(C#N)CO", "species": ["C", "C", "C", "C", "N", "O", "O", "H", "H", "H", "H", "H", "H", "H"], "coordinates": [[-0.08796, -1.36610, -0.69045], [1.34363, 0.05253, 0.81530], [-0.82421, 0.96809, -0.34372], [-0.07363, -0.28912, 0.24124], [-0.05392, -2.29404, -1.37032], [-0.27896, 1.37568, -1.56945], [-0.81015, -0.80752, 1.46089], [1.79669, 0.93924, 0.31374], [1.34624, 0.27881, 1.81291], [2.02771, -0.75127, 0.56277], [-1.82880, 0.72165, -0.49374], [-0.68667, 1.86089, 0.41084], [-0.46116, 0.62469, -2.10999], [-1.40881, -1.31354, 0.96001]], "forces_ev_per_a": [[0.74, -1.33, -1.09], [0.34, 0.18, -4.23], [2.26, 1.49, 2.23], [0.20, 2.16, 3.53], [-0.23, 0.35, 0.00], [0.35, 0.39, 0.63], [1.69, 1.66, -1.66], [-0.60, -0.49, 0.02], [-0.48, 0.15, 2.58], [0.06, -0.24, 0.42], [-1.85, -0.30, 0.23], [-0.47, -1.90, -1.38], [0.06, -0.60, -1.42], [-2.08, -1.52, 0.14]]}

=====

Entry 5:
{"formula": "C4H7NO2", "method": "ωB97M-V with the def2-TZVPD basis set", "spin_multiplicity": 1, "homo_energy_ev": -7.7, "lumo_energy_ev": 0.4991, "e_tot_ev": -9841.94612, "de_lowest_kj_mol": 514.61, "species": ["N", "C", "O", "C", "C", "C", "O", "H", "H", "H", "H", "H", "H", "H"], "coordinates": [[1.59318, 0.73499, 1.61933], [0.63454, 0.33802, 0.77499], [-0.49373, 0.92830, 0.70906], [0.52016, -0.94016, 0.07635], [-0.96746, -0.75269, 0.57628], [-1.50062, 0.36619, -2.15856], [-1.34370, -0.62356, -2.82958], [1.42750, 1.54579, 2.19864], [2.51811, 0.33888, 1.57746], [1.13019, -1.74812, 0.49197], [0.57181, -0.92012, -1.01502], [-0.95011, -0.99274, 1.65823], [-0.67098, 1.07902, -1.97078], [-2.46892, 0.64620, -1.70835]], "forces_ev_per_a": [[-0.03, 0.06, -0.08], [0.15, 0.08, 0.16], [0.19, -0.08, 0.00], [0.06, -0.03, -0.10], [-0.08, -0.10, 0.16], [0.04, -0.23, -0.19], [-0.06, 0.46, 0.24], [0.02, -0.11, -0.09], [-0.17, -0.01, 0.03], [-0.11, 0.12, -0.04], [0.02, 0.02, 0.16], [0.02, 0.09, -0.19], [-0.09, -0.13, 0.01], [0.05, -0.15, -0.07]]}

=====

Entry 6:
{"formula": "C4H7NO2", "method": "ωB97M-V with the def2-TZVPD basis set", "spin_multiplicity": 1, "homo_energy_ev": -8.5, "lumo_energy_ev": 0.4103, "e_tot_ev": -9841.85219, "de_lowest_kj_mol": 523.67, "species": ["C", "C", "N", "O", "C", "C", "O", "H", "H", "H", "H", "H", "H", "H"], "coordinates": [[1.53386, -1.02213, 0.98825], [0.26362, -0.41391, 0.51993], [-0.90031, -0.53127, 1.04826], [-0.85408, -1.35038, 2.16273], [0.28410, 0.20884, -0.80233], [-0.88477, 1.66681, -2.03081], [-0.34603, 1.34881, -0.74668], [1.43859, -2.10390, 1.11158], [2.31030, -0.79893, 0.25125], [1.78998, -0.57380, 1.95028], [-1.77954, -1.39765, 2.43419], [-0.39654, 0.97604, -2.71960], [-0.72857, 2.71400, -2.28388], [-1.94639, 1.43709, -1.93365]], "forces_ev_per_a": [[0.12, -0.08, 0.15], [-0.07, -0.06, 0.24], [0.55, 0.21, -0.26], [-0.20, -0.15, 0.26], [-0.35, 0.23, 0.27], [-0.19, 0.19, -0.40], [0.03, -0.61, -0.05], [0.05, 0.10, 0.07], [-0.03, -0.11, 0.21], [0.13, -0.17, 0.01], [0.15, -0.02, -0.03], [-0.24, 0.32, -0.29], [0.05, -0.02, 0.14], [0.02, 0.17, -0.32]]}

=====

- What is the formula in the fifth record?
  C4H7NO2